# 1
The following is a quantum chemistry calculation of C19H31F9N7O8PS4Sn as an isolated structure, from OMol25.

```
80
Properties=species:S:1:pos:R:3:forces:R:3:lowdin_charge:R:1
Sn 0.934 -1.629 -0.113 -0.0763 0.4310 -0.8672 1.52
O -0.301 0.197 -0.803 0.2269 -0.2447 0.2963 -0.45
P -1.684 0.822 -0.830 -0.1600 0.6490 0.3397 0.58
N -2.982 -0.143 -0.551 0.1849 -0.5338 -0.1712 -0.16
C -2.904 -0.901 0.733 -0.2004 0.1503 -0.0523 -0.17
C -3.755 -2.155 0.509 0.0001 0.0725 -0.0536 -0.15
C -4.646 -1.784 -0.674 0.0335 -0.0171 0.0465 -0.16
C -3.712 -0.967 -1.550 0.0413 0.0993 0.1215 -0.17
N -1.697 1.929 0.405 -0.0497 -0.3338 0.1711 -0.17
C -0.893 1.769 1.632 -0.0795 0.1669 -0.0413 -0.21
C -1.874 1.993 2.775 -0.0209 0.0516 -0.0269 -0.16
C -2.843 3.024 2.192 0.0450 -0.0350 0.0059 -0.16
C -2.942 2.661 0.705 0.0704 0.1151 -0.0753 -0.19
N -1.916 1.614 -2.231 -0.0566 -0.4872 -0.3343 -0.17
C -3.166 1.855 -2.953 0.0825 0.1562 0.0704 -0.20
C -2.816 3.091 -3.768 0.0521 -0.0200 -0.0260 -0.17
C -1.390 2.784 -4.238 -0.0303 -0.0048 0.0540 -0.15
C -0.768 1.937 -3.111 -0.0293 0.0982 0.1086 -0.16
H -3.295 -0.283 1.543 -0.0113 0.0147 0.0016 0.11
H -1.873 -1.169 0.982 0.0190 0.0239 0.0460 0.08
H -4.321 -2.415 1.402 0.0390 -0.0595 0.0105 0.11
H -3.114 -2.995 0.240 0.0018 -0.0113 0.0137 0.11
H -5.484 -1.169 -0.338 -0.0226 -0.0065 -0.0357 0.12
H -5.035 -2.654 -1.201 -0.0341 0.0047 0.0185 0.12
H -4.244 -0.330 -2.247 -0.0431 0.0286 -0.0243 0.10
H -3.040 -1.617 -2.102 0.0396 0.0037 -0.0451 0.09
H -0.108 2.526 1.669 -0.0216 -0.0644 -0.0422 0.10
H -0.408 0.796 1.665 -0.0110 -0.0109 0.0067 0.08
H -1.367 2.350 3.670 -0.0162 -0.0497 0.0294 0.12
H -2.392 1.066 3.028 0.0028 -0.0035 -0.0054 0.10
H -2.426 4.026 2.308 -0.0095 0.0057 -0.0187 0.11
H -3.820 3.010 2.673 0.0050 0.0372 0.0115 0.11
H -3.022 3.554 0.081 -0.0206 -0.0215 -0.0339 0.11
H -3.813 2.032 0.500 -0.0007 -0.0423 0.0291 0.10
H -3.996 2.004 -2.262 -0.0050 -0.0027 0.0089 0.12
H -3.398 1.023 -3.624 -0.0223 -0.0327 0.0064 0.12
H -2.822 3.970 -3.121 -0.0378 0.0071 0.0009 0.11
H -3.508 3.256 -4.593 0.0017 0.0252 0.0063 0.11
H -0.815 3.689 -4.424 0.0153 -0.0153 -0.0434 0.11
H -1.418 2.206 -5.162 0.0157 -0.0014 -0.0001 0.11
H -0.017 2.492 -2.544 -0.0082 0.0430 -0.0154 0.11
H -0.308 1.028 -3.493 0.0034 0.0023 0.0051 0.10
F 0.788 -4.479 -3.153 -0.0011 -0.0373 -0.0023 0.14
C 0.042 -3.632 -3.865 0.1079 0.0102 0.0493 -0.68
F -1.092 -4.240 -4.202 -0.0719 -0.0369 -0.0282 0.15
F 0.707 -3.310 -4.972 -0.0168 0.0105 -0.0813 0.15
S -0.304 -2.129 -2.872 -0.2340 -0.2889 0.0496 0.47
O 1.041 -1.597 -2.601 -0.2539 -0.0849 0.2628 -0.40
O -1.178 -1.328 -3.685 0.2812 0.0032 0.0982 -0.27
O -0.891 -2.667 -1.637 0.0126 0.1697 -0.3255 -0.43
F 0.655 -2.775 4.930 -0.0493 0.0456 0.1021 0.16
C 0.651 -2.852 3.616 0.1992 0.0276 -0.1930 -0.68
F -0.312 -2.064 3.120 -0.0953 0.0394 -0.0134 0.10
F 0.377 -4.101 3.251 -0.0253 -0.0942 0.0759 0.14
S 2.322 -2.382 2.888 0.0904 0.2557 -0.3105 0.56
O 2.455 -3.271 1.763 0.0230 0.1433 0.1701 -0.37
O 3.252 -2.430 3.973 -0.1548 -0.0326 -0.1138 -0.25
N 2.137 -0.901 2.246 -0.0103 -0.0541 0.9612 -0.38
S 2.053 0.338 3.290 0.1418 -0.4409 -0.2472 0.60
O 1.207 0.072 4.416 0.1006 0.1508 -0.1404 -0.26
O 1.864 1.526 2.506 0.1206 -0.0161 0.0764 -0.31
C 3.782 0.559 3.994 -0.1009 0.0222 -0.1077 -0.67
F 4.044 1.867 4.018 0.0180 0.0760 0.0675 0.13
F 3.868 0.087 5.221 0.0182 -0.0514 0.0774 0.16
F 4.696 -0.026 3.221 0.0181 -0.0259 -0.0008 0.11
C 6.780 -1.220 1.224 -0.0137 -0.0229 -0.0455 -0.09
C 6.241 -1.178 -0.208 0.0227 -0.0083 0.1638 -0.23
C 4.897 -0.536 -0.299 0.0285 -0.0022 -0.1009 -0.58
N 3.829 -1.145 -0.661 -0.0784 0.0787 0.0562 0.04
N 2.731 -0.317 -0.675 -0.0068 -0.1790 0.1708 -0.16
C 2.987 0.919 -0.331 -0.1777 0.1532 -0.2041 -0.70
N 2.060 1.900 -0.385 0.0917 0.0080 -0.0268 0.14
S 4.646 1.160 0.050 0.0583 0.0371 0.0273 1.15
H 7.789 -1.630 1.231 -0.0030 -0.0104 0.0061 0.08
H 6.149 -1.845 1.857 -0.0073 0.0267 0.0006 0.08
H 6.818 -0.223 1.666 0.0212 -0.0131 -0.0074 0.06
H 6.129 -2.186 -0.606 0.0060 0.0019 -0.0265 0.12
H 6.937 -0.639 -0.853 -0.0102 -0.0074 -0.0299 0.11
H 1.120 1.560 -0.576 0.0259 0.0019 0.0767 0.06
H 2.122 2.619 0.319 0.0117 -0.0433 0.0172 0.10
```
Positions in Å, forces in eV/Å.

Values from the calculation:
Gap between HOMO and LUMO ... 0.3447 Eh
Relative energy (zero: lowest compared OMol25 entry of this formula, charge and spin) ... 0.00 kcal per mole
LUMO ... 0.10 eV
HOMO ... -9.28 eV

# 2
The following is a quantum chemistry calculation of C19H31N3O2S as an isolated structure in a non-equilibrium geometry, from OMol25.

```
56
Properties=species:S:1:pos:R:3:forces:R:3:nbo_charge:R:1
C 2.649 3.400 -0.379 1.3850 0.7497 2.1030 -0.28
O 1.973 2.521 -1.251 -0.4830 1.1164 -0.1278 -0.54
C 0.774 2.227 -0.647 -4.0355 -2.5306 -1.4772 -0.09
C 0.038 0.965 -1.470 -1.1915 1.9705 -0.4824 -0.25
N 0.131 -0.480 -0.976 -1.1574 7.3460 -3.2845 -0.44
C 1.264 -0.976 -0.588 0.1966 -1.9612 1.1821 0.29
N 2.317 -0.406 -1.002 3.8745 8.8173 -5.4799 -0.62
C 3.679 -0.637 -0.838 -0.6369 -1.7793 3.7943 0.10
C 4.512 -1.314 -1.644 8.9707 1.8920 13.0861 -0.13
C 5.859 -1.759 -1.106 -4.0232 3.8417 0.8631 -0.20
C 6.140 -1.207 0.214 6.6384 -7.1052 -5.6586 -0.17
C 5.238 -0.622 0.939 8.2017 0.6294 8.4919 -0.34
C 4.111 -0.511 0.480 -10.3595 6.2274 -0.2472 0.35
O 3.200 0.471 1.359 -0.1098 -2.5632 -9.6357 -0.55
C 3.380 0.485 2.580 1.6144 -1.6898 10.9538 -0.23
H 4.186 1.100 3.058 0.1931 -0.0647 -0.8486 0.13
H 2.528 0.808 3.160 -0.9577 0.7050 -0.2915 0.19
H 3.483 -0.534 3.254 0.1594 1.3116 -2.1142 0.14
H 5.766 -0.385 1.982 -2.4554 0.0280 -1.9336 0.26
H 7.140 -1.657 0.679 -2.0548 1.6024 -0.9640 0.21
H 6.445 -2.255 -1.839 0.9878 -0.4972 0.2228 0.22
H 4.120 -1.492 -2.391 -5.6974 -3.8737 -13.7728 0.16
H 2.326 0.802 -1.412 -0.7016 -4.3051 1.4771 0.44
S 1.438 -2.300 0.301 -0.0447 -3.0522 1.9603 -0.24
C -1.093 -0.744 -0.506 0.6204 -5.7794 10.2853 -0.10
C -1.652 -0.037 0.818 -3.7554 1.6096 -2.9635 -0.43
H -1.006 -0.062 1.626 1.8631 0.6913 1.2030 0.21
H -2.019 1.066 0.394 0.8742 -2.2321 1.8203 0.15
C -3.030 -0.855 1.498 7.8236 -5.4249 -8.0419 -0.12
N -3.914 -1.179 0.460 -3.7991 1.8231 -3.7295 -0.48
C -3.325 -1.828 -0.707 -0.4893 -2.7843 1.3595 -0.21
H -4.114 -2.210 -1.537 1.7526 1.2178 2.1529 0.22
C -2.097 -1.225 -1.309 -2.1555 -3.4858 -4.1207 -0.44
H -2.484 -0.498 -1.882 -1.1775 3.1851 -2.8541 0.17
H -1.724 -2.012 -2.057 -0.2625 1.0478 0.9195 0.22
H -2.962 -2.672 -0.159 0.4035 -1.7869 -0.4822 0.20
C -4.778 -0.058 -0.284 -3.3461 -2.0194 11.4263 0.00
C -5.110 1.022 1.206 4.0233 0.4600 -8.3192 -0.62
H -4.241 1.610 1.236 1.2299 0.4888 1.4290 0.21
H -5.653 0.673 1.923 -2.2021 -2.9636 4.7164 0.20
H -5.754 1.626 0.693 -1.9754 2.1037 -1.2447 0.19
C -6.276 -0.606 -0.322 2.9859 0.6423 -9.7718 -0.62
H -6.098 -1.430 -1.342 -0.8522 1.8449 2.3974 0.17
H -6.643 -1.340 0.302 -0.6612 -0.4629 2.2257 0.24
H -6.917 0.163 -0.978 0.7737 -1.6711 2.3375 0.23
H -4.190 0.378 -0.993 0.5686 1.4921 -2.2965 0.18
H -3.325 -0.368 2.244 -2.9145 3.9551 5.9782 0.18
H -2.468 -1.918 1.836 -1.6345 2.6191 -0.5813 0.18
H -0.721 -1.757 0.091 -1.3227 1.3985 -0.9013 0.25
H -1.209 1.262 -1.534 3.9063 -1.0010 0.0227 0.22
H 0.478 1.046 -2.483 -0.5051 -0.0800 0.2442 0.21
H -0.038 3.043 -0.609 1.6458 -0.7591 -0.1240 0.19
H 1.009 1.846 0.301 -0.1513 -0.2966 1.8464 0.19
H 3.548 3.558 -0.954 0.4289 1.0018 0.1747 0.20
H 3.016 2.848 0.588 -1.0269 0.8429 -1.5914 0.20
H 2.092 4.416 -0.022 1.0183 -2.4921 -1.3333 0.19
```
Positions in Å, forces in eV/Å.

Values from the calculation:
Gap between HOMO and LUMO ... 0.2984 Eh
Relative energy (zero: lowest compared OMol25 entry of this formula, charge and spin) ... 426.19 kcal per mole
LUMO ... 0.64 eV
HOMO ... -7.48 eV

# 3
The following is a quantum chemistry calculation of C19H32AlNO7SSi as an isolated structure, from OMol25.

```
62
Properties=species:S:1:pos:R:3:forces:R:3:lowdin_charge:R:1
Al -0.016 2.821 0.198 0.0418 0.2709 -0.1086 0.12
O -3.421 4.937 -0.709 0.0120 -0.0393 0.0222 0.25
C -2.246 4.481 -0.431 -0.0509 -0.0710 0.0100 -0.38
O -1.985 3.351 -0.022 0.0632 -0.0120 0.0295 0.09
C -1.100 5.417 -0.619 0.1328 0.0108 0.0154 -0.10
C -1.117 6.738 -1.021 0.0157 -0.0137 0.0017 0.10
C 0.102 7.408 -1.069 -0.0029 0.0015 -0.0066 0.06
C 1.279 6.754 -0.708 -0.0248 -0.0309 0.0428 0.08
C 1.196 5.428 -0.329 -0.1397 0.0194 -0.0868 -0.10
N 0.028 4.787 -0.302 0.0077 0.0963 -0.0434 0.14
C 2.272 4.475 0.101 0.0551 -0.0897 0.0399 -0.35
O 3.524 4.788 0.161 -0.0309 -0.0046 0.0135 0.27
O 1.899 3.342 0.400 -0.0516 -0.0049 0.0485 0.10
H -4.116 4.270 -0.550 -0.0045 0.0157 -0.0094 0.19
H -2.045 7.226 -1.284 -0.0088 0.0042 0.0070 0.15
H 0.138 8.444 -1.381 -0.0050 0.0140 0.0138 0.15
H 2.218 7.290 -0.720 0.0117 -0.0078 -0.0308 0.14
H 3.734 5.700 -0.092 0.0131 -0.0121 0.0010 0.16
C 2.540 -3.573 1.335 0.0214 0.0033 0.0234 -0.01
C 2.091 -2.284 1.998 -0.0645 -0.0088 -0.0582 -0.59
C 2.922 -1.095 1.554 0.0160 -0.0211 0.0122 -0.03
C 2.038 -2.409 3.508 0.0336 -0.0064 -0.0163 -0.01
O 0.687 -2.042 1.594 0.0061 -0.1846 0.0145 -0.12
Si -0.022 -1.810 0.207 -0.0035 0.9674 0.0708 0.20
S -0.082 0.826 0.461 -0.0570 -0.3781 0.0362 0.53
O 0.837 -1.812 -1.116 0.0466 -0.2916 -0.0587 -0.12
C 0.518 -2.083 -2.534 -0.0244 0.0358 0.0884 -0.60
C -0.220 -3.407 -2.615 0.0134 -0.0036 -0.0243 -0.01
C 1.865 -2.146 -3.226 -0.0341 0.0025 -0.0265 -0.02
C -0.330 -0.928 -3.035 0.0012 -0.0265 -0.0273 -0.02
O -1.583 -2.002 0.104 -0.0255 -0.1856 -0.0229 -0.12
C -2.632 -2.336 1.095 0.0797 -0.0192 -0.0287 -0.59
C -2.283 -3.681 1.706 -0.0274 0.0004 0.0004 -0.01
C -3.912 -2.399 0.286 -0.0027 -0.0057 0.0410 -0.02
C -2.666 -1.231 2.133 -0.0105 -0.0185 -0.0030 -0.03
H 3.550 -3.822 1.659 0.0068 -0.0017 0.0042 0.10
H 2.551 -3.470 0.249 -0.0027 0.0029 -0.0103 0.08
H 1.883 -4.397 1.614 -0.0083 -0.0057 0.0065 0.10
H 3.961 -1.254 1.841 0.0049 0.0103 0.0140 0.10
H 2.564 -0.179 2.024 -0.0032 0.0062 0.0086 0.08
H 2.882 -0.973 0.471 0.0085 -0.0130 -0.0142 0.08
H 3.036 -2.617 3.893 0.0060 0.0062 0.0110 0.10
H 1.379 -3.225 3.803 -0.0021 -0.0113 -0.0038 0.09
H 1.678 -1.484 3.957 -0.0099 0.0054 0.0017 0.09
H 0.378 -4.206 -2.176 0.0095 -0.0060 0.0029 0.10
H -0.406 -3.661 -3.658 0.0045 -0.0028 -0.0075 0.10
H -1.182 -3.353 -2.104 -0.0097 0.0029 0.0048 0.08
H 2.477 -2.942 -2.803 -0.0013 -0.0113 0.0039 0.09
H 2.396 -1.200 -3.119 0.0046 0.0057 0.0097 0.09
H 1.723 -2.348 -4.287 0.0064 0.0052 -0.0100 0.10
H -1.247 -0.839 -2.449 -0.0167 -0.0137 -0.0009 0.08
H -0.604 -1.098 -4.076 0.0121 0.0095 -0.0111 0.10
H 0.225 0.008 -2.967 0.0050 0.0085 0.0079 0.08
H -2.192 -4.443 0.931 -0.0021 -0.0057 -0.0098 0.10
H -3.071 -3.989 2.393 -0.0074 -0.0020 0.0019 0.10
H -1.349 -3.625 2.268 0.0091 0.0029 0.0047 0.08
H -3.836 -3.153 -0.497 0.0043 -0.0124 -0.0009 0.09
H -4.123 -1.434 -0.174 0.0043 0.0063 -0.0075 0.09
H -4.745 -2.663 0.937 -0.0117 0.0069 0.0003 0.10
H -1.706 -1.143 2.643 0.0064 -0.0187 0.0191 0.08
H -3.427 -1.459 2.880 -0.0158 0.0123 -0.0015 0.10
H -2.904 -0.274 1.668 -0.0035 0.0063 -0.0045 0.08
```
Positions in Å, forces in eV/Å.

Values from the calculation:
Total charge ... +2
Gap between HOMO and LUMO ... 0.2109 Eh
LUMO ... -8.36 eV
HOMO ... -14.10 eV